1.
Here is 13 unconnected molecules or ions with the total composition C13H52N20O13 at a distorted geometry from the OMol25 dataset. Energies are from ωB97M-V/def2-TZVPD.

Output
F_max = 0.171 Eh/bohr
energy above the lowest of the compared OMol25 structures with the same formula, charge and spin = 555.91 kJ/mol
E = -2599.9788 Ha
orbital gap = 0.29517 hartree

ORCA input file:
```
! wB97M-V def2-TZVPD RIJCOSX def2/J DEFGRID3
* xyz 0 1
C -16.446 1.471 -4.618
O -16.912 2.591 -5.382
H -17.345 1.274 -4.034
H -16.290 0.594 -5.246
H -15.492 1.697 -4.141
H -17.718 2.312 -5.821
C -19.844 1.317 -2.135
O -20.119 1.271 -3.524
H -18.754 1.309 -2.125
H -20.028 2.331 -1.778
H -20.353 0.647 -1.442
H -20.146 0.422 -3.970
C -17.283 5.696 -6.484
O -17.753 7.037 -6.753
H -16.197 5.707 -6.386
H -17.684 5.372 -5.524
H -17.735 4.998 -7.189
H -18.640 6.997 -7.117
C -13.461 -0.268 -6.036
O -14.409 -0.988 -5.944
N -13.071 0.191 -7.198
N -12.668 -0.046 -5.009
H -12.276 0.807 -7.288
H -13.847 0.261 -7.840
H -12.825 -0.496 -4.118
H -11.939 0.644 -5.119
C -13.922 4.481 -3.606
O -14.076 3.667 -2.643
N -13.017 5.324 -3.706
N -14.758 4.520 -4.534
H -12.350 5.386 -2.950
H -13.400 6.135 -4.171
H -14.571 5.185 -5.271
H -15.414 3.754 -4.585
C -15.797 1.228 -9.562
O -15.336 0.323 -8.886
N -16.144 1.206 -10.809
N -16.181 2.319 -9.055
H -15.868 0.396 -11.345
H -16.629 1.955 -11.282
H -16.743 2.956 -9.600
H -16.384 2.204 -8.072
C -19.709 1.288 -7.687
O -19.070 2.097 -6.928
N -19.886 1.434 -8.963
N -20.211 0.157 -7.275
H -19.355 2.117 -9.485
H -20.330 0.725 -9.529
H -20.549 -0.557 -7.904
H -20.387 0.130 -6.281
C -11.690 1.118 -2.109
O -10.803 0.210 -1.870
N -11.346 2.314 -2.436
N -12.959 0.993 -1.950
H -12.015 3.063 -2.537
H -10.356 2.438 -2.592
H -13.429 1.881 -2.047
H -13.461 0.414 -1.292
C -16.762 -1.367 -2.199
O -15.619 -0.860 -2.208
N -17.542 -1.362 -1.168
N -17.259 -1.950 -3.244
H -17.238 -0.819 -0.372
H -18.506 -1.665 -1.156
H -18.182 -2.325 -3.074
H -16.807 -2.015 -4.145
C -20.652 5.044 -5.288
O -21.014 6.176 -5.096
N -20.533 4.571 -6.484
N -20.388 4.177 -4.318
H -20.006 3.728 -6.661
H -20.621 5.261 -7.216
H -20.553 4.623 -3.427
H -20.220 3.201 -4.518
C -17.520 -2.163 -7.485
O -18.521 -2.750 -7.779
N -16.303 -2.743 -7.322
N -17.480 -1.017 -6.905
H -16.058 -3.602 -7.793
H -15.533 -2.293 -6.849
H -16.555 -0.615 -6.956
H -18.354 -0.520 -6.806
C -15.918 2.242 0.090
O -16.165 1.359 0.888
N -15.755 2.003 -1.200
N -15.797 3.509 0.315
H -15.969 1.074 -1.534
H -15.156 2.581 -1.772
H -15.614 4.148 -0.445
H -16.068 3.913 1.200
C -17.331 5.436 -2.227
O -16.712 5.767 -1.319
N -17.653 6.281 -3.111
N -17.732 4.229 -2.563
H -18.405 6.083 -3.755
H -17.275 7.197 -2.915
H -17.394 3.350 -2.197
H -18.452 4.143 -3.266
*
```

2.
Here is 33 unconnected molecules or ions with the total composition H66O33 at a distorted geometry from the OMol25 dataset. Energies are from ωB97M-V/def2-TZVPD.

Output
F_max = 0.031 Eh/bohr
energy above the lowest of the compared OMol25 structures with the same formula, charge and spin = 430.03 kJ/mol
E = -2522.5371 Ha
orbital gap = 0.29849 hartree

ORCA input file:
```
! wB97M-V def2-TZVPD RIJCOSX def2/J DEFGRID3
* xyz 0 1
O 6.288 13.398 14.998
H 5.504 13.762 14.587
H 5.964 12.674 15.533
O 6.525 16.729 13.624
H 5.662 17.081 13.406
H 6.618 15.959 13.063
O 10.231 12.524 8.991
H 10.071 11.590 8.862
H 10.651 12.580 9.849
O 14.126 10.006 8.645
H 13.295 9.609 8.381
H 14.591 9.305 9.102
O 16.295 12.242 10.645
H 16.511 13.164 10.507
H 15.338 12.221 10.669
O 12.350 14.579 13.843
H 12.413 15.241 13.155
H 13.138 14.046 13.736
O 7.815 10.231 15.290
H 7.753 9.394 15.750
H 6.998 10.682 15.501
O 11.830 16.555 11.821
H 11.106 17.134 12.062
H 12.023 16.779 10.911
O 14.023 14.104 8.303
H 13.973 13.557 9.087
H 14.756 14.697 8.470
O 8.418 14.326 16.483
H 9.219 13.816 16.600
H 8.003 13.945 15.709
O 9.485 10.019 7.846
H 8.672 10.471 7.617
H 9.198 9.217 8.283
O 11.074 12.723 6.405
H 10.563 12.352 7.125
H 11.075 12.040 5.735
O 9.003 14.749 9.578
H 9.470 15.019 10.369
H 9.369 13.891 9.364
O 9.220 17.812 12.620
H 9.325 18.757 12.511
H 8.281 17.690 12.762
O 11.022 13.243 16.463
H 11.576 12.973 15.730
H 11.336 12.725 17.204
O 6.693 16.860 10.568
H 5.826 16.854 10.974
H 7.085 16.025 10.827
O 12.247 10.623 14.495
H 12.725 10.615 15.323
H 12.879 10.308 13.849
O 13.414 12.454 10.329
H 13.455 11.558 9.992
H 12.720 12.430 10.988
O 6.972 14.507 11.920
H 7.889 14.411 12.175
H 6.813 13.780 11.317
O 11.720 8.000 11.640
H 11.027 8.518 11.230
H 11.516 7.096 11.403
O 9.526 14.953 13.435
H 10.457 14.898 13.219
H 9.346 15.891 13.484
O 9.704 9.898 10.625
H 9.737 9.644 11.547
H 9.009 9.356 10.251
O 12.628 7.119 14.468
H 12.321 6.252 14.737
H 11.906 7.479 13.953
O 13.669 9.743 12.543
H 14.518 9.425 12.235
H 13.036 9.120 12.186
O 11.592 15.363 8.167
H 11.102 14.927 7.470
H 12.416 14.878 8.220
O 14.508 13.979 16.466
H 13.913 14.666 16.165
H 14.209 13.189 16.016
O 6.596 10.817 12.916
H 7.100 11.456 12.412
H 7.179 10.560 13.629
O 9.777 10.059 13.389
H 10.688 10.014 13.678
H 9.268 10.088 14.200
O 7.357 8.281 12.305
H 7.480 8.268 11.356
H 7.128 9.188 12.506
O 10.760 16.422 15.430
H 9.997 15.845 15.451
H 11.469 15.870 15.102
O 10.961 12.626 11.866
H 10.564 13.011 12.647
H 10.762 11.692 11.931
O 14.539 12.908 13.508
H 15.489 12.900 13.394
H 14.233 12.137 13.031
O 7.755 11.980 10.655
H 8.689 11.789 10.572
H 7.333 11.390 10.031
*
```

3.
Here is a molecular structure, C6H19HgO2PS at a distorted geometry from the OMol25 dataset. Energies are from ωB97M-V/def2-TZVPD.

Output
F_max = 0.281 Eh/bohr
E = -1282.8296 Ha
orbital gap (alpha / beta) = 0.17123 / 0.17176 hartree

ORCA input file:
```
! wB97M-V def2-TZVPD RIJCOSX def2/J DEFGRID3
* xyz 0 1
Hg 0.000 0.000 0.000
H 0.474 1.246 0.533
H -0.172 1.409 -0.059
P -1.912 0.123 -1.368
C -1.666 -0.139 -3.181
H -2.622 -0.113 -3.734
H -0.993 0.644 -3.568
H -1.177 -1.115 -3.330
C -3.186 -1.146 -0.957
H -3.477 -1.018 0.098
H -4.072 -1.055 -1.610
H -2.736 -2.145 -1.071
C -2.896 1.687 -1.326
H -2.268 2.516 -1.694
H -3.807 1.613 -1.946
H -3.175 1.896 -0.280
C 1.286 -0.108 -1.422
O 2.066 -0.210 -2.292
H -1.167 0.007 1.274
H -0.312 -1.625 -0.115
C 1.937 0.560 2.901
S 2.820 0.092 1.371
C 3.631 -1.363 2.115
O 1.647 -0.750 0.821
H 2.671 0.716 3.718
H 1.206 -0.217 3.210
H 1.404 1.519 2.734
H 2.916 -1.973 2.706
H 4.059 -1.995 1.308
H 4.459 -1.026 2.772
*
```

4.
Here is 11 unconnected molecules or ions with the total composition C5H32NO10S at a distorted geometry from the OMol25 dataset. Energies are from ωB97M-V/def2-TZVPD.

Output
F_max = 0.064 Eh/bohr
energy above the lowest of the compared OMol25 structures with the same formula, charge and spin = 155.74 kJ/mol
E = -1415.0481 Ha
orbital gap = 0.23423 hartree

ORCA input file:
```
! wB97M-V def2-TZVPD RIJCOSX def2/J DEFGRID3
* xyz -1 1
C 0.475 -1.205 -0.177
N 1.270 0.051 -0.257
C 1.696 0.633 -1.582
C 2.335 -0.329 -2.595
S 1.224 -1.294 -3.557
C 2.728 1.664 -1.160
C 0.682 -1.993 1.156
H -0.564 -1.048 -0.406
H 0.987 -1.930 -0.878
H 1.026 0.794 0.408
H 0.813 1.310 -1.966
H 3.021 0.341 -3.146
H 2.881 -1.011 -1.944
H 3.596 1.202 -0.811
H 2.493 2.432 -0.333
H 3.011 2.378 -1.952
H 1.320 -1.369 1.761
H -0.296 -2.131 1.563
H 1.178 -2.906 0.775
H -1.280 0.359 2.457
H -0.958 0.837 1.134
O -0.521 0.679 1.974
H -1.817 2.238 -0.860
H -3.303 1.734 -0.814
O -2.727 2.354 -0.420
H -1.812 -0.321 -3.372
H -0.835 -0.185 -2.441
O -1.726 0.208 -2.556
H -3.252 -0.041 -1.741
H -3.731 -1.440 -1.300
O -3.949 -0.508 -1.217
H -2.382 -2.311 1.930
H -1.711 -2.454 3.226
O -2.458 -1.946 2.833
H -1.797 3.017 3.131
H -0.759 2.408 2.128
O -1.218 3.206 2.422
H -1.466 -3.946 -1.572
H -1.555 -2.471 -1.618
O -2.094 -3.216 -1.369
H -3.527 1.918 1.028
H -3.653 0.687 1.852
O -3.595 1.653 1.954
H 3.069 -0.173 0.598
H 4.112 -1.184 0.116
O 3.907 -0.625 0.871
H 4.195 0.865 1.780
H 3.043 1.439 2.613
O 3.926 1.631 2.335
*
```

5.
Here is 2 unconnected molecules or ions with the total composition H4NS from the OMol25 dataset. Energies are from ωB97M-V/def2-TZVPD.

Output
F_max = 0.012 Eh/bohr
energy above the lowest of the compared OMol25 structures with the same formula, charge and spin = 35.52 kJ/mol
E = -455.1879 Ha
orbital gap (alpha / beta) = 0.09102 / 0.25335 hartree
<S²> = 0.7507

ORCA input file:
```
! wB97M-V def2-TZVPD RIJCOSX def2/J DEFGRID3
* xyz -2 2
N 0.541 0.364 -1.122
H 0.353 0.135 -0.131
H 1.477 0.736 -1.250
H -0.070 1.150 -1.345
S -0.702 -0.710 2.035
H -1.599 -1.675 1.813
*
```

6.
Here is 2 unconnected molecules or ions with the total composition C11H14N5O3 at a distorted geometry from the OMol25 dataset. Energies are from ωB97M-V/def2-TZVPD.

Output
F_max = 0.131 Eh/bohr
energy above the lowest of the compared OMol25 structures with the same formula, charge and spin = 0.00 kJ/mol
E = -926.5738 Ha
orbital gap = 0.33547 hartree

ORCA input file:
```
! wB97M-V def2-TZVPD RIJCOSX def2/J DEFGRID3
* xyz 1 1
N 0.842 -3.956 -3.153
C 0.727 -3.079 -2.128
N 1.471 -3.349 -0.927
C 1.062 -2.245 -0.116
C 1.592 -2.005 1.366
C 3.002 -1.110 1.056
C 4.263 -2.024 0.486
O 4.158 -1.408 1.945
N 0.152 -1.354 -0.775
N -0.023 -1.884 -2.007
H 0.141 -4.698 -3.240
H 1.625 -3.957 -3.816
H 1.949 -2.931 1.896
H 0.934 -1.329 1.991
H 2.877 -0.025 0.616
H 4.490 -3.016 0.962
H 4.935 -1.420 -0.185
H -0.258 -0.486 -0.369
H -0.624 -1.518 -2.755
C -4.072 3.766 0.293
C -3.998 2.457 0.758
C -2.762 1.880 1.018
C -1.604 2.627 0.813
C -1.669 3.935 0.340
C -2.910 4.503 0.080
N -0.300 2.033 1.109
O -0.275 0.869 1.507
O 0.687 2.721 0.950
H -5.039 4.216 0.096
H -4.906 1.888 0.921
H -2.717 0.860 1.381
H -0.772 4.519 0.174
H -2.974 5.521 -0.286
*
```

7.
Here is 23 unconnected molecules or ions with the total composition C26H66BN22O52 at a distorted geometry from the OMol25 dataset. Energies are from ωB97M-V/def2-TZVPD.

Output
F_max = 0.077 Eh/bohr
E = -6170.5389 Ha
orbital gap = 0.35196 hartree

ORCA input file:
```
! wB97M-V def2-TZVPD RIJCOSX def2/J DEFGRID3
* xyz -1 1
O 2.615 0.619 -1.405
C 1.482 0.516 -1.059
O 0.934 -0.468 -0.283
B -0.474 -0.285 0.154
O -0.763 1.015 -0.474
C 0.247 1.478 -1.177
O 0.240 2.453 -1.880
O -0.600 -0.297 1.586
C -1.473 -1.209 1.945
O -1.824 -1.538 3.031
C -2.089 -1.836 0.678
O -1.464 -1.301 -0.401
O -3.009 -2.628 0.598
C 2.880 -2.187 2.652
N 1.837 -2.609 3.507
O 1.765 -3.782 3.821
O 1.141 -1.751 3.968
H 2.459 -1.584 1.853
H 3.346 -3.028 2.128
H 3.629 -1.693 3.208
C -5.109 -0.199 -0.846
N -5.726 -0.714 -2.158
O -6.781 -0.307 -2.514
O -4.972 -1.433 -2.755
H -5.934 -0.059 -0.119
H -4.840 0.859 -1.055
H -4.240 -0.740 -0.568
C -1.758 -5.392 2.366
N -2.329 -5.996 3.674
O -1.710 -6.888 4.195
O -3.374 -5.603 4.147
H -0.761 -5.036 2.764
H -2.375 -4.733 1.798
H -1.544 -6.368 1.831
C 1.064 -3.391 -1.524
N 1.656 -3.541 -0.200
O 0.963 -3.428 0.769
O 2.861 -3.806 -0.229
H 1.008 -4.378 -1.910
H 1.762 -2.785 -2.034
H 0.074 -2.967 -1.326
C 2.048 -3.571 7.261
N 2.337 -2.178 6.798
O 1.673 -1.229 7.164
O 3.321 -2.011 6.073
H 1.784 -4.154 6.398
H 1.155 -3.538 7.946
H 2.978 -3.922 7.659
C -5.714 -3.756 1.111
N -5.337 -4.537 -0.107
O -4.830 -5.631 0.067
O -5.604 -4.041 -1.183
H -6.671 -4.124 1.459
H -5.804 -2.739 0.768
H -4.895 -3.756 1.828
C -4.949 4.526 -1.569
N -3.873 3.682 -2.129
O -4.049 2.983 -3.095
O -2.923 3.526 -1.343
H -5.620 4.808 -2.354
H -4.525 5.435 -1.105
H -5.439 3.844 -0.849
C 5.298 -1.526 -0.495
N 6.579 -1.180 -1.129
O 7.393 -0.648 -0.373
O 6.744 -1.489 -2.279
H 5.447 -1.734 0.536
H 4.972 -2.354 -1.094
H 4.774 -0.594 -0.634
C -1.024 7.774 -3.910
N -2.322 7.688 -3.027
O -2.972 8.676 -2.769
O -2.727 6.534 -2.810
H -0.575 8.701 -3.708
H -1.437 7.732 -4.911
H -0.448 6.839 -3.738
C -2.051 0.492 -3.328
N -1.057 -0.407 -3.882
O -1.358 -1.133 -4.806
O 0.082 -0.389 -3.422
H -2.072 0.327 -2.205
H -3.014 0.346 -3.758
H -1.744 1.451 -3.554
C 1.508 -0.193 -6.423
N 2.322 1.080 -6.350
O 3.277 1.185 -7.098
O 2.010 1.867 -5.473
H 1.139 -0.241 -5.414
H 2.088 -1.130 -6.618
H 0.708 -0.083 -7.161
C -0.519 5.600 0.101
N -0.576 6.978 0.714
O -0.282 7.877 -0.032
O -0.710 7.150 1.896
H 0.481 5.422 -0.249
H -1.256 5.537 -0.736
H -0.756 4.819 0.832
C 4.294 3.223 -2.908
N 5.157 1.992 -2.777
O 5.102 1.290 -1.790
O 5.938 1.765 -3.715
H 3.280 2.854 -2.588
H 4.294 3.544 -3.936
H 4.657 3.890 -2.164
C 8.111 -0.421 2.483
N 6.585 -0.445 2.628
O 6.054 0.679 2.600
O 5.954 -1.505 2.724
H 8.541 -0.870 3.358
H 8.441 0.587 2.280
H 8.220 -1.015 1.585
C 3.694 2.262 1.269
N 2.371 2.793 0.789
O 2.384 3.626 -0.088
O 1.388 2.227 1.209
H 4.321 2.379 0.385
H 3.628 1.254 1.739
H 4.085 2.912 2.032
C 1.189 1.010 4.098
N 1.922 2.278 4.357
O 3.130 2.159 4.402
O 1.293 3.296 4.577
H 0.081 1.138 4.225
H 1.615 0.318 4.800
H 1.367 0.710 3.058
C -2.599 2.629 2.105
N -3.746 1.854 1.458
O -4.693 2.474 1.036
O -3.599 0.645 1.381
H -3.087 3.550 2.360
H -1.775 2.772 1.390
H -2.359 2.122 3.044
C -1.517 -3.367 5.665
N -2.084 -3.365 7.077
O -3.172 -2.814 7.290
O -1.342 -3.824 7.934
H -2.328 -3.439 4.953
H -0.827 -4.221 5.617
H -0.912 -2.433 5.619
C -3.040 -3.495 -3.122
N -1.799 -4.357 -3.231
O -1.831 -5.481 -2.812
O -0.827 -3.847 -3.763
H -2.974 -3.152 -2.131
H -3.925 -4.091 -3.206
H -2.962 -2.709 -3.874
C 4.750 -1.583 -4.828
N 3.732 -2.724 -5.099
O 3.660 -3.149 -6.201
O 3.130 -3.143 -4.113
H 4.826 -1.483 -3.739
H 4.394 -0.662 -5.210
H 5.663 -1.860 -5.287
C -4.750 -1.405 4.321
N -4.582 0.089 4.322
O -5.617 0.629 3.959
O -3.550 0.625 4.744
H -5.817 -1.600 4.514
H -4.173 -1.861 5.112
H -4.493 -1.778 3.300
C -0.558 3.902 -4.400
N -0.773 3.776 -5.871
O -0.799 2.650 -6.290
O -0.969 4.773 -6.567
H -1.462 3.537 -3.926
H -0.440 4.953 -4.196
H 0.330 3.362 -4.211
*
```